Record 1
125
Properties=species:S:1:pos:R:3:forces:R:3 method="wB97M-V/def2-TZVPD" charge=+3 gap_ev=4.154 homo_ev=-14.658 molar_mass_g_mol=1080.53
V 1.0047 1.5946 -1.3665 -1.170 -0.918 1.216
C 1.8872 6.0914 -4.3414 0.052 0.087 -0.075
N 1.0363 5.2437 -3.4937 -0.157 0.047 0.020
C -0.3560 5.6395 -3.2296 -0.110 0.061 0.028
C 1.4944 4.1241 -2.9756 0.075 -0.050 0.085
N 0.7820 3.3156 -2.1957 0.209 0.727 -0.559
N 2.7912 3.7810 -3.2667 -0.043 -0.208 0.099
C 3.4471 2.6692 -2.8096 0.100 -0.145 0.118
N 4.7099 2.5482 -3.2001 0.115 0.121 -0.039
N 2.8550 1.7877 -2.0347 0.026 0.263 -0.155
H 1.3139 6.9521 -4.6626 -0.050 0.022 0.010
H 2.2085 5.5629 -5.2419 -0.061 -0.034 0.012
H 2.7530 6.4638 -3.7896 -0.041 -0.005 0.049
H -0.5496 6.5890 -3.7143 0.045 0.019 -0.036
H -0.5332 5.7755 -2.1608 0.079 -0.012 -0.008
H -1.0567 4.9074 -3.6350 0.059 -0.024 -0.021
H -0.1523 3.6622 -2.0142 -0.036 0.108 -0.089
H 3.3082 4.4104 -3.8586 0.042 0.027 -0.042
H 5.1596 3.2333 -3.7870 0.026 0.003 0.020
H 5.2772 1.7659 -2.9104 -0.058 0.031 0.042
H 3.4743 1.0315 -1.7673 0.019 -0.217 0.001
C -4.9024 3.6973 1.5999 -0.032 -0.036 0.094
C -3.7459 2.9954 2.2546 0.060 0.044 -0.047
C -2.5066 3.6154 2.3801 -0.061 0.036 -0.087
C -1.4393 2.9949 3.0196 0.066 -0.081 -0.030
C -0.1359 3.7315 3.2175 -0.133 0.058 0.202
C -1.6184 1.6985 3.5320 -0.099 0.004 0.062
C -2.8716 1.0667 3.4479 -0.019 -0.016 0.091
C -3.1240 -0.2758 4.0900 0.022 0.080 -0.134
C -3.9053 1.7230 2.7937 -0.053 -0.056 0.023
C -0.4797 1.0011 4.1916 -0.044 0.145 0.124
C -0.3391 0.9107 5.5692 -0.080 -0.066 0.043
C 0.7450 0.2334 6.1136 0.001 0.026 0.058
C 1.7067 -0.3460 5.2975 -0.016 0.009 -0.100
C 1.6113 -0.2599 3.9081 0.033 -0.006 0.227
C 0.5011 0.4091 3.4053 0.460 -0.026 -0.823
Ge 0.1274 0.5803 1.4940 -0.883 -0.572 0.289
S 0.2774 2.5835 0.4864 0.411 -0.308 -1.150
S 1.4240 -0.4402 -0.2388 -0.136 0.496 0.132
Ge -0.7448 -0.9392 -1.0854 -0.732 -0.395 0.850
S -0.6867 0.8229 -2.5074 0.474 0.460 0.198
S -1.7842 -0.3761 0.8103 0.674 0.196 -0.294
C -1.3627 -2.6542 -1.7933 0.457 0.864 0.152
C -2.6818 -3.0491 -1.6260 -0.208 -0.291 0.001
C -2.9948 -4.3287 -2.0896 0.045 0.008 -0.026
C -2.0327 -5.1297 -2.6951 -0.043 0.035 0.006
C -0.7251 -4.6811 -2.8561 0.035 0.023 0.023
C -0.3797 -3.4165 -2.3997 0.108 -0.335 -0.244
C 0.9743 -2.8216 -2.5394 0.126 -0.066 -0.148
C 1.9697 -3.0964 -1.5953 0.025 -0.253 -0.094
C 1.7302 -4.0458 -0.4498 0.062 0.105 -0.093
C 3.2137 -2.4866 -1.7398 0.184 -0.049 -0.090
C 3.4909 -1.6281 -2.7980 -0.167 -0.038 -0.006
C 4.8740 -1.0735 -3.0104 -0.007 -0.125 0.048
C 2.4767 -1.3541 -3.7142 0.067 0.102 0.025
C 1.2258 -1.9496 -3.6148 -0.162 0.027 -0.063
C 0.1860 -1.7248 -4.6856 0.140 -0.054 0.054
C -3.7291 -2.1841 -1.0135 -0.111 0.089 0.090
C -4.3335 -1.1688 -1.7713 0.104 -0.094 -0.060
C -3.9574 -0.9335 -3.2181 -0.016 -0.022 0.159
C -5.3433 -0.4104 -1.1924 -0.047 0.088 0.006
C -5.7859 -0.6451 0.1044 0.059 0.031 -0.022
C -6.9450 0.1279 0.6679 -0.052 -0.083 -0.076
C -5.1762 -1.6607 0.8337 -0.023 -0.008 0.106
C -4.1637 -2.4443 0.2984 0.126 -0.022 -0.081
C -3.5575 -3.5633 1.1078 -0.082 0.054 -0.082
C 2.6827 -0.8481 3.0584 0.023 -0.084 -0.131
C 3.6179 -0.0197 2.4266 -0.073 0.062 0.050
C 3.5202 1.4892 2.4910 0.065 -0.164 0.012
C 4.6848 -0.6022 1.7467 0.018 0.001 -0.055
C 4.8595 -1.9797 1.7018 -0.002 0.023 -0.064
C 6.0999 -2.5859 1.1056 -0.036 -0.040 0.112
C 3.8878 -2.7845 2.2906 0.002 -0.046 0.020
C 2.7997 -2.2483 2.9651 -0.076 0.120 0.002
C 1.7734 -3.1587 3.5929 0.088 0.036 0.018
H -4.5761 4.5536 1.0116 0.000 -0.022 -0.015
H -5.5917 4.0655 2.3632 0.009 0.009 -0.029
H -5.4675 3.0174 0.9613 0.044 0.021 -0.015
H -2.3785 4.6213 1.9910 0.013 -0.027 0.037
H -0.0794 4.6091 2.5734 -0.003 -0.004 0.033
H 0.7329 3.0958 3.0267 0.017 0.128 0.131
H -0.0546 4.0756 4.2515 0.038 -0.015 -0.013
H -2.2239 -0.8903 4.1382 -0.039 -0.001 -0.020
H -3.8923 -0.8214 3.5395 0.029 0.018 0.041
H -3.4817 -0.1382 5.1139 0.018 -0.034 -0.037
H -4.8703 1.2302 2.7083 0.065 0.032 0.020
H -1.0894 1.3637 6.2067 0.051 -0.019 0.012
H 0.8460 0.1654 7.1900 0.005 0.005 -0.047
H 2.5588 -0.8572 5.7295 -0.037 0.014 0.025
H -4.0140 -4.6815 -1.9822 0.040 -0.014 -0.028
H -2.3113 -6.1111 -3.0609 0.025 0.047 0.044
H 0.0249 -5.3026 -3.3313 -0.071 -0.013 -0.001
H 0.6727 -4.1509 -0.2083 0.012 0.005 -0.010
H 2.2646 -3.7077 0.4365 0.024 -0.017 0.032
H 2.1085 -5.0387 -0.7060 -0.037 0.007 0.027
H 3.9877 -2.7027 -1.0124 0.027 -0.001 0.039
H 5.4642 -1.0879 -2.0955 0.033 -0.007 0.076
H 4.8483 -0.0569 -3.4107 -0.052 -0.137 -0.126
H 5.3991 -1.6852 -3.7474 0.060 0.080 0.024
H 2.6833 -0.6991 -4.5566 -0.019 -0.048 0.001
H 0.4940 -0.9354 -5.3700 -0.013 0.003 0.018
H -0.7919 -1.4710 -4.2705 0.017 -0.038 -0.057
H 0.0538 -2.6387 -5.2693 -0.037 0.025 0.005
H -3.6538 -1.8590 -3.7072 -0.011 0.030 -0.033
H -3.1325 -0.2196 -3.3115 -0.007 0.000 -0.043
H -4.8012 -0.5189 -3.7676 0.021 0.002 0.004
H -5.8316 0.3607 -1.7815 0.037 -0.050 -0.005
H -6.9328 1.1683 0.3436 0.024 0.006 0.033
H -6.9746 0.0866 1.7562 0.026 0.027 -0.006
H -7.8794 -0.3053 0.3031 -0.004 0.020 0.040
H -5.5212 -1.8655 1.8436 0.014 -0.016 -0.064
H -3.8341 -3.4810 2.1582 0.022 0.018 -0.022
H -2.4679 -3.5721 1.0291 -0.009 -0.009 0.038
H -3.9172 -4.5298 0.7483 0.041 -0.019 0.034
H 2.9459 1.8238 3.3539 0.031 0.038 -0.019
H 3.0439 1.8936 1.5895 -0.009 0.045 0.020
H 4.5146 1.9302 2.5547 -0.017 0.020 -0.007
H 5.4344 0.0404 1.2920 -0.005 -0.008 0.052
H 6.5675 -1.9256 0.3770 0.003 0.015 -0.051
H 5.9033 -3.5540 0.6436 -0.023 0.031 -0.031
H 6.8309 -2.7597 1.8989 0.011 0.000 -0.047
H 4.0031 -3.8644 2.2537 -0.014 0.052 0.005
H 1.8887 -4.1809 3.2330 -0.003 0.040 0.000
H 0.7557 -2.8240 3.3775 0.019 -0.017 0.010
H 1.8800 -3.1802 4.6795 -0.026 -0.013 -0.024

---

Record 2
167
Properties=species:S:1:pos:R:3:forces:R:3 method="wB97M-V/def2-TZVPD" charge=0 smiles=COC[C@H](C)N.COC[C@H](C)N.COC[C@H](C)N.COC[C@H](C)N.COC[C@H](C)N.COC[C@H](C)N.COC[C@H](C)N.COCCNCCOC.COCCNCCOC gap_ev=9.286 homo_ev=-8.778 molar_mass_g_mol=890.35
C 6.1740 -3.7990 -1.4253 0.729 0.229 0.533
O 5.4488 -2.7230 -0.8670 -0.392 0.218 -0.252
C 4.9113 -3.0393 0.3897 0.023 0.457 1.397
C 4.2120 -1.8468 1.0892 -0.116 -0.125 -1.085
N 3.4321 -2.2946 2.2400 0.519 0.567 1.383
C 2.4473 -1.2990 2.6666 -0.643 0.235 -1.423
C 3.0611 0.0572 3.1380 -1.221 -0.427 -0.627
O 4.1601 -0.1150 3.9755 1.510 -0.636 0.437
C 3.8848 -0.4423 5.3172 -1.783 0.975 0.610
H 6.7584 -4.2975 -0.6448 -0.062 -0.109 0.120
H 6.9212 -3.3648 -2.0884 -0.282 -0.099 -0.366
H 5.5638 -4.5618 -1.9123 -0.225 0.200 -0.152
H 5.7492 -3.2813 1.0541 -0.005 -0.526 0.050
H 4.2037 -3.8730 0.3708 0.005 -0.110 -0.186
H 3.5093 -1.4058 0.3752 -0.049 0.037 -0.085
H 4.9432 -1.0679 1.3193 0.099 0.012 0.064
H 4.0004 -2.1923 3.0804 0.928 -1.044 -0.360
H 1.7593 -1.7601 3.3780 0.324 0.080 0.399
H 1.8243 -1.1860 1.7740 -0.228 0.850 0.203
H 2.2601 0.6660 3.5716 0.024 -0.012 0.344
H 3.4177 0.6471 2.2927 0.100 -0.238 -0.143
H 3.4299 0.4530 5.7602 -0.043 0.025 0.245
H 4.7070 -0.6929 5.9838 0.614 -0.093 -0.863
H 3.1143 -1.2102 5.4343 0.136 -0.304 -0.264
C 2.8740 1.1249 -0.9704 -0.348 0.243 -0.041
O 2.1558 2.3214 -1.2169 0.233 -0.009 0.232
C 1.6759 3.0351 -0.0401 -0.734 -1.887 -1.446
C 0.2357 2.5912 0.3311 0.574 -0.545 -0.333
N 0.1863 1.2622 0.9882 0.158 0.381 0.334
C -1.1689 0.7594 1.2843 0.035 0.436 0.309
C -1.9062 0.2382 0.0611 -1.153 0.255 -0.361
O -1.0051 -0.3852 -0.8145 0.484 -0.490 0.036
C -1.5381 -1.0689 -1.9569 0.787 0.625 0.937
H 3.3225 0.7454 -1.8851 -0.368 0.175 -0.211
H 2.1687 0.3709 -0.6164 0.463 -0.288 0.394
H 3.7304 1.3232 -0.3199 -0.211 -0.253 0.494
H 1.6723 4.0282 -0.4761 -0.070 0.342 0.894
H 2.3179 2.8141 0.8151 0.290 0.549 0.021
H -0.3112 2.4570 -0.6073 -0.214 0.870 -0.170
H -0.1449 3.3933 0.9649 -0.455 -0.200 0.033
H 0.5233 0.6353 0.2675 0.162 -0.228 0.192
H -1.7869 1.5421 1.7322 0.082 0.302 -0.220
H -1.1415 0.0300 2.0973 0.450 -0.421 -0.280
H -2.4367 1.0696 -0.4180 0.354 0.205 -0.399
H -2.7563 -0.4042 0.3186 0.277 -0.478 0.328
H -1.9070 -0.3119 -2.6503 -0.423 -0.296 -0.178
H -2.2584 -1.8265 -1.6461 -0.303 0.166 -0.180
H -0.6621 -1.5564 -2.3837 -0.148 -0.070 -0.226
C -5.1647 4.7617 -0.1564 -1.524 -1.787 -0.081
C -4.1328 3.7646 -0.7522 0.980 3.173 -0.100
C -3.2112 4.5840 -1.7364 -1.453 -1.393 -0.279
O -4.0208 4.8591 -2.8691 -0.213 0.210 -0.556
C -3.6464 6.0048 -3.5893 0.934 1.172 0.918
N -3.3158 3.3071 0.3513 0.539 -0.367 0.715
H -5.7733 4.1618 0.5299 0.321 0.128 0.575
H -5.9774 5.0669 -0.8180 0.606 0.293 -0.621
H -4.7826 5.6281 0.3801 0.436 -0.111 -0.160
H -4.5903 2.9377 -1.2920 -0.120 0.049 0.032
H -2.3940 3.9133 -2.0218 0.338 0.233 -0.127
H -2.8257 5.4998 -1.2838 -0.022 -0.003 0.199
H -2.5773 6.0144 -3.8265 0.003 -0.429 -0.517
H -3.7153 6.9047 -2.9615 -0.307 -0.014 0.291
H -4.2494 6.2538 -4.4591 -0.149 -0.833 -0.079
H -3.1687 4.0722 1.0009 -0.318 0.050 0.142
H -2.3662 3.1083 0.0533 -0.068 -0.272 -0.258
C -0.3912 7.6752 2.0781 -0.525 -0.892 0.969
C 0.7831 6.6868 1.9788 -0.637 0.304 -0.040
C 0.6371 5.4645 2.9170 0.557 0.059 -1.410
O 0.8317 5.7439 4.2614 0.404 0.503 0.595
C 2.1997 5.7536 4.6539 -0.238 -0.610 0.317
N 0.7784 6.2590 0.5790 -0.183 0.365 -0.305
H -0.5327 7.9846 3.1152 0.227 0.369 -0.078
H -1.3105 7.1272 1.8535 0.023 -0.120 -0.192
H -0.3863 8.5263 1.3981 0.477 0.071 0.104
H 1.7169 7.2181 2.1903 0.047 -0.077 0.440
H 1.3751 4.7518 2.5228 0.234 -0.205 0.326
H -0.3106 4.9361 2.7935 -0.287 0.450 0.017
H 2.2453 5.9971 5.7141 -0.157 0.129 -0.042
H 2.8508 6.4430 4.1139 -0.250 0.144 -0.231
H 2.5917 4.7383 4.5471 0.199 -0.020 -0.110
H 1.6358 5.8360 0.2460 0.183 -0.048 0.419
H 0.7321 7.1586 0.1133 -0.128 -0.284 -0.696
C 2.7434 -2.4324 -6.8918 0.459 -1.142 -0.469
C 2.1503 -3.6308 -6.1107 -1.251 0.386 -0.058
C 1.6074 -3.2650 -4.7245 1.209 -0.553 0.112
O 2.7908 -2.9298 -4.0332 0.079 0.449 0.473
C 2.6207 -2.4941 -2.7135 -0.231 0.538 0.425
N 1.0671 -4.2641 -6.8537 -0.823 0.595 -0.186
H 2.6587 -2.7846 -7.9234 0.454 0.313 -0.204
H 3.7958 -2.3371 -6.6257 0.035 -0.013 -0.124
H 2.3416 -1.4200 -6.8980 -0.712 -0.295 0.642
H 2.9182 -4.3968 -5.9817 0.500 0.444 0.374
H 1.1704 -4.1466 -4.2377 -0.220 -0.111 -0.083
H 0.8714 -2.4579 -4.6775 0.034 0.145 -0.407
H 2.1604 -3.2272 -2.0459 0.390 -0.497 -0.167
H 1.9527 -1.6301 -2.5952 -0.079 0.239 -0.515
H 3.5930 -2.1790 -2.3390 0.025 -0.284 0.101
H 1.3258 -4.6330 -7.7568 0.173 -0.031 0.085
H 0.6042 -4.9758 -6.3077 0.077 -0.135 -0.088
C -0.7145 -6.6432 2.6751 0.842 0.061 0.352
C 0.1369 -6.8513 1.4081 -0.447 0.407 0.154
C 0.1333 -5.6492 0.4608 -1.171 0.226 0.423
O 0.8689 -4.5708 1.0112 -0.594 -0.111 -0.846
C 0.6615 -3.3714 0.2491 1.647 0.209 1.363
N 1.5078 -7.1340 1.8326 0.188 0.105 -0.255
H -0.6670 -7.5377 3.2973 -0.061 -0.127 -0.161
H -1.7585 -6.3491 2.5772 0.057 -0.004 -0.500
H -0.2024 -5.8790 3.2655 -0.181 0.187 0.024
H -0.2539 -7.7020 0.8456 0.054 -0.079 -0.012
H -0.8950 -5.2922 0.3248 -0.205 -0.194 -0.126
H 0.4888 -5.9471 -0.5318 0.382 0.085 -0.035
H 1.5802 -2.8397 0.5059 0.058 0.297 -0.533
H -0.1189 -2.7106 0.6314 -0.604 -0.501 -0.181
H 0.6310 -3.5290 -0.8268 -0.346 -0.168 0.043
H 1.8479 -6.2508 2.2066 0.058 -0.052 0.344
H 2.0591 -7.2005 0.9805 0.126 -0.376 -0.007
C -6.3586 -0.4845 3.0268 -1.057 1.683 -0.999
C -4.9664 0.0744 2.6366 -0.461 -1.925 1.601
C -4.5910 1.2296 3.5304 -0.117 0.757 1.472
O -5.4230 2.4017 3.5331 -0.683 -1.263 -0.346
C -5.1834 3.1830 4.6778 1.291 0.468 -0.208
N -4.0612 -1.0959 2.9429 0.727 1.292 0.021
H -7.0977 0.2721 2.7435 -0.154 -0.169 -0.393
H -6.6054 -0.5650 4.0877 0.973 -0.154 0.249
H -6.6372 -1.4219 2.5496 0.240 0.020 -0.153
H -4.8000 0.3535 1.5963 -0.538 -0.213 -0.165
H -3.5431 1.5072 3.3729 0.093 0.161 -0.220
H -4.6639 0.8595 4.5586 0.263 -0.328 0.082
H -4.2232 3.6650 4.4570 -0.104 0.644 0.469
H -5.0125 2.6608 5.6252 -0.261 -0.646 -0.200
H -5.9721 3.9048 4.8789 -0.068 0.012 -0.543
H -3.1799 -0.7092 3.2721 0.337 -0.205 -0.347
H -4.3717 -1.6360 3.7423 -0.510 0.229 0.043
C 5.1553 2.0820 -2.9894 -0.363 -0.074 0.502
C 6.2088 2.5209 -4.0202 -0.609 -0.455 1.279
C 6.4241 1.3535 -5.0094 1.069 1.182 -0.228
O 6.9061 0.1984 -4.3503 -0.025 0.739 -0.276
C 6.1008 -0.9388 -4.4672 0.251 -0.137 1.114
N 5.8105 3.7863 -4.6149 -0.590 -1.933 -0.878
H 4.2615 1.6069 -3.3984 0.276 -0.092 -0.633
H 4.6911 2.8711 -2.3897 0.454 0.482 -0.147
H 5.5563 1.3925 -2.2445 0.240 -0.123 -0.233
H 7.1364 2.7045 -3.4675 0.243 -0.553 0.028
H 7.2459 1.6067 -5.6885 -0.122 0.371 -0.220
H 5.5389 1.2329 -5.6382 -0.234 -0.408 0.286
H 6.7435 -1.7367 -4.0901 -0.245 -0.302 -0.325
H 5.7771 -1.1230 -5.4928 -0.146 -0.080 0.071
H 5.2854 -0.8374 -3.7432 -0.461 -0.299 -0.441
H 6.4785 4.0277 -5.3285 -0.110 1.094 0.357
H 5.4777 4.4046 -3.8970 0.519 0.671 -0.434
C -4.2740 -4.2577 1.6439 0.620 -0.465 -0.998
C -5.2508 -3.7935 0.5899 -1.665 1.178 -0.605
C -6.7185 -4.0546 1.0143 1.476 -1.452 0.425
O -7.6603 -3.6037 0.0886 -0.804 0.129 0.657
C -8.9304 -3.3581 0.7348 0.919 0.271 -0.229
N -4.9999 -2.3787 0.3299 0.005 0.864 1.088
H -3.2983 -3.9609 1.2529 0.180 -0.243 0.149
H -4.3241 -5.3468 1.6863 0.151 0.011 0.416
H -4.3346 -3.7867 2.6210 -0.520 -0.049 0.020
H -5.0904 -4.2791 -0.3766 0.066 -0.519 0.234
H -6.9028 -3.7329 2.0458 0.009 0.769 -0.084
H -6.7377 -5.1477 1.1425 -0.518 -0.233 -0.294
H -9.1567 -4.0690 1.5316 -0.020 -0.490 -0.354
H -9.6806 -3.3554 -0.0506 -0.115 0.025 0.167
H -8.8812 -2.3994 1.2578 -0.123 0.262 -0.247
H -5.7475 -1.8776 -0.1400 -0.246 -0.665 -0.488
H -5.0650 -1.9887 1.2718 0.737 0.362 -0.314